No. 1
Here is 3 unconnected molecules or ions with the total composition C5H14O3 in a non-equilibrium geometry from the OMol25 dataset. Energies are from ωB97M-V/def2-TZVPD.

```
22
C5H14O3 ωB97M-V/def2-TZVPD
C -1.97293 2.65276 1.57920
C -1.14999 1.35920 1.63135
C -1.39679 -2.19646 -0.00306
O -1.03259 -3.12011 1.00077
C -0.93656 -0.89231 0.55906
C -1.63673 0.30254 0.75751
H -1.37107 3.54194 1.75370
H -2.69327 2.68754 2.40614
H -2.56129 2.72846 0.66620
H -0.99414 0.89318 2.61779
H -0.09039 1.60374 1.43079
H -1.01684 -2.44172 -0.97924
H -2.49125 -2.19216 0.01272
H -0.11885 -3.42488 0.93553
H 0.10258 -0.95046 0.89248
H -2.61534 0.46857 0.30716
H 4.97536 -0.69567 -4.20673
H 4.88628 -1.53494 -2.93838
O 4.36008 -1.23734 -3.68848
H 2.87945 0.52630 -2.25904
H 2.05446 1.24311 -1.16673
O 2.81982 0.67872 -1.30875
```

Properties
2S+1 = 2
E_LUMO (spin up / spin down) = -4.8060 / -8.3607 eV
⟨S²⟩ = 0.753
Kohn-Sham gap (spin up / spin down) = 0.3331 / 0.2025 Eh
Total charge = +1
E_tot = -424.2490 hartree
Highest occupied orbital energy (spin up / spin down) = -13.87 / -13.87 eV

No. 2
Here is 2 unconnected molecules or ions with the total composition C5H14OS in a non-equilibrium geometry from the OMol25 dataset. Energies are from ωB97M-V/def2-TZVPD.

```
21
C5H14OS ωB97M-V/def2-TZVPD
C -0.19466 -2.12244 1.72904
C 0.83114 -1.00751 1.79516
C 0.50098 0.20025 0.88882
C 0.99920 0.05061 -0.54058
S -0.44146 -0.33070 -1.70722
C 0.00175 0.74123 -3.10415
H 0.22360 -2.98504 2.25773
H -1.15926 -1.78531 2.09755
H -0.32800 -2.43273 0.69083
H 1.82514 -1.37611 1.53540
H 0.93544 -0.64803 2.82682
H 0.95603 1.09599 1.32059
H -0.57298 0.31183 0.93722
H 1.33097 1.00927 -0.91370
H 1.64080 -0.80371 -0.73688
H 0.55140 0.16038 -3.83883
H 0.64994 1.55702 -2.77329
H -0.86831 1.17344 -3.59057
H -2.63454 1.74548 0.10537
H -1.98113 2.79885 0.97031
O -2.26606 2.64723 0.05039
```

Properties
2S+1 = 2
E_LUMO (spin up / spin down) = 3.2960 / 3.4053 eV
⟨S²⟩ = 0.750
Kohn-Sham gap (spin up / spin down) = 0.0799 / 0.3174 Eh
Total charge = -1
E_tot = -672.2645 hartree
Highest occupied orbital energy (spin up / spin down) = 1.12 / -5.23 eV

No. 3
Here is 2 unconnected molecules or ions with the total composition C5H14OS in a non-equilibrium geometry from the OMol25 dataset. Energies are from ωB97M-V/def2-TZVPD.

```
21
C5H14OS ωB97M-V/def2-TZVPD
C 2.18697 -0.38935 -1.36091
C 0.74903 -0.20526 -1.97029
C -0.21031 0.15261 -0.80443
C -0.44284 -1.16771 -0.09801
S -0.03895 -1.00143 1.71718
C -1.71328 -0.66554 2.46758
H 2.79120 0.16386 -2.05975
H 2.30619 0.04016 -0.38910
H 2.52515 -1.42563 -1.33398
H 0.46135 -1.15426 -2.45782
H 0.76394 0.53914 -2.78918
H -1.06165 0.78486 -1.01286
H 0.29632 0.82909 -0.10104
H -1.47627 -1.49812 0.03282
H 0.36252 -1.87774 -0.34114
H -2.24672 -0.14923 1.59617
H -1.62061 -0.04174 3.34112
H -2.23330 -1.64483 2.48079
O -0.56958 2.72640 1.30811
H -0.04857 2.33505 0.61137
H -0.78061 3.64966 1.16336
```

Properties
2S+1 = 1
E_LUMO = 0.8308 eV
Kohn-Sham gap = 0.3313 Eh
SMILES = CCCCSC.O
E_tot = -672.2734 hartree
Highest occupied orbital energy = -8.18 eV

No. 4
Here is 2 unconnected molecules or ions with the total composition C5H14OS2 in a non-equilibrium geometry from the OMol25 dataset. Energies are from ωB97M-V/def2-TZVPD.

```
22
C5H14OS2 ωB97M-V/def2-TZVPD
C -2.83922 -1.06469 -3.19088
C -2.20854 -0.06639 -2.18540
C -1.48908 -0.82724 -1.08009
S -1.12003 0.28501 0.28168
S -0.22133 -0.97035 1.63890
C 1.54649 -0.89533 1.23136
C 2.09711 -2.27232 0.88309
H -3.37466 -1.85200 -2.66664
H -3.52610 -0.54839 -3.86009
H -2.02112 -1.55350 -3.73340
H -1.43800 0.47114 -2.76191
H -2.96497 0.58245 -1.74164
H -0.62215 -1.34894 -1.48925
H -2.13267 -1.62172 -0.73366
H 2.02554 -0.53130 2.14862
H 1.80224 -0.16709 0.46988
H 3.14030 -2.20269 0.57010
H 2.03678 -3.00130 1.69532
H 1.55301 -2.70727 0.04527
O 4.40316 5.53452 1.00273
H 4.72725 4.79915 0.45427
H 4.38649 5.15455 1.88748
```

Properties
2S+1 = 1
E_LUMO = 0.6623 eV
Kohn-Sham gap = 0.3511 Eh
SMILES = CCCSSCC.O
E_tot = -1070.5111 hartree
Highest occupied orbital energy = -8.89 eV

No. 5
Here is a single C5H14OSi molecule in a non-equilibrium geometry from the OMol25 dataset. Energies are from ωB97M-V/def2-TZVPD.

```
21
C5H14OSi ωB97M-V/def2-TZVPD
C -1.11386 -0.35292 -1.94204
Si 0.12735 -0.45202 -0.47722
C 1.81990 -0.88437 -1.00380
C -0.50787 -1.66978 0.71249
C -0.03661 1.26081 0.18309
C -0.27126 1.25832 1.72083
O -0.57605 2.50535 2.22676
H -2.01527 -0.13939 -1.44675
H -1.16008 -1.33134 -2.51331
H -0.80834 0.46445 -2.60716
H 2.39918 -0.69103 -0.09809
H 2.27853 -0.21031 -1.72712
H 2.04308 -1.91939 -1.28068
H -0.62749 -2.56675 0.13205
H 0.26874 -1.82689 1.44014
H -1.51328 -1.50134 1.09851
H -0.93573 1.70984 -0.29113
H 0.87321 1.76427 -0.07428
H 0.70102 0.90573 2.16674
H -1.02394 0.51226 1.91337
H 0.07876 3.16452 1.86759
```

Properties
2S+1 = 1
E_LUMO = 0.8225 eV
Kohn-Sham gap = 0.3836 Eh
SMILES = C[Si](C)(C)CCO
E_tot = -563.6352 hartree
Highest occupied orbital energy = -9.61 eV

No. 6
Here is 2 unconnected molecules or ions with the total composition C5H14OSi2 in a non-equilibrium geometry from the OMol25 dataset. Energies are from ωB97M-V/def2-TZVPD.

```
22
C5H14OSi2 ωB97M-V/def2-TZVPD
C 0.58158 -0.44837 3.11675
C 0.63956 0.70700 2.42227
C -1.38967 -1.20020 -2.61743
C -0.82205 1.98056 -0.13414
C 2.31386 0.87162 -0.17102
O -0.19010 -1.43517 0.00365
Si -1.25870 -2.08979 -0.94233
Si 0.53495 0.90579 0.58297
H 0.75981 -0.61490 4.15840
H 0.80261 -1.29618 2.45544
H 0.86211 1.70956 2.86314
H -1.30208 -0.09725 -2.39426
H -0.49977 -1.42601 -3.28534
H -2.32701 -1.26381 -3.07966
H -0.87725 2.86069 0.29528
H -0.63182 2.11370 -1.27571
H -1.79597 1.51288 0.01885
H 2.59847 1.84080 -0.77475
H 2.94882 0.97464 0.71810
H 2.37857 -0.08015 -0.60809
H -2.71228 -1.97971 -0.28091
H -0.61363 -3.54569 -1.07121
```

Properties
2S+1 = 1
E_LUMO = 0.2018 eV
Kohn-Sham gap = 0.3321 Eh
E_tot = -853.0592 hartree
Highest occupied orbital energy = -8.84 eV

No. 7
Here is 2 unconnected molecules or ions with the total composition C5H14S in a non-equilibrium geometry from the OMol25 dataset. Energies are from ωB97M-V/def2-TZVPD.

```
20
C5H14S ωB97M-V/def2-TZVPD
C 1.00255 -0.43815 1.56155
C 1.32788 -1.41428 0.44248
S 0.35086 -2.93767 0.50931
C -1.00750 -2.47855 -0.59525
H 1.66365 0.43879 1.50074
H 1.01072 -0.88211 2.54510
H 0.04453 0.02580 1.35559
H 1.20297 -0.98620 -0.55607
H 2.38670 -1.66247 0.45563
H -1.80738 -2.02813 -0.00637
H -0.69427 -1.76342 -1.35654
H -1.41527 -3.35187 -1.10207
C -1.10065 1.98001 -0.17222
C 0.06063 2.36030 -1.07353
H -1.98533 2.62419 -0.25462
H -1.35266 0.92856 -0.25168
H -0.81337 2.08560 0.87516
H -0.06513 1.97208 -2.07678
H 1.02259 2.08859 -0.64206
H 0.16849 3.43896 -1.15838
```

Properties
2S+1 = 1
E_LUMO = 1.0050 eV
Kohn-Sham gap = 0.3481 Eh
SMILES = CCSC.CC
E_tot = -597.0644 hartree
Highest occupied orbital energy = -8.47 eV

No. 8
Here is 2 unconnected molecules or ions with the total composition C5H14S in a non-equilibrium geometry from the OMol25 dataset. Energies are from ωB97M-V/def2-TZVPD.

```
20
C5H14S ωB97M-V/def2-TZVPD
C -0.47293 -0.09193 3.02958
C 0.00411 -1.30656 2.23202
S -1.41199 -2.06238 1.19907
C -2.10373 -0.69510 0.07181
H -1.53651 -0.01867 3.43314
H -0.54051 0.83063 2.32357
H 0.01417 0.22907 3.95600
H 0.65612 -0.77665 1.41372
H 0.40566 -2.07527 2.72048
H -1.69893 -1.04939 -0.90343
H -3.24048 -0.70479 0.18509
H -1.90288 0.27522 0.43546
C 1.07497 1.59935 -2.59914
C 1.83310 0.28865 -2.35878
H 0.35256 1.40941 -3.38309
H 0.49230 1.91868 -1.74867
H 1.71382 2.53300 -2.94909
H 1.49348 -0.29391 -1.47166
H 2.87881 0.27474 -2.34894
H 1.98885 -0.28410 -3.23715
```

Properties
2S+1 = 1
E_LUMO = 0.8829 eV
Kohn-Sham gap = 0.3424 Eh
SMILES = CCSC.CC
E_tot = -596.9913 hartree
Highest occupied orbital energy = -8.43 eV

No. 9
Here is a molecular structure, C5H15F5N2O4PPdTe from the OMol25 dataset. Energies are from ωB97M-V/def2-TZVPD.

```
34
C5H15F5N2O4PPdTe ωB97M-V/def2-TZVPD
Pd 0.02164 0.41377 -0.67524
C -3.70932 3.17939 1.85183
O -2.33553 2.78390 1.69449
C -2.00167 1.82148 0.87559
O -0.79608 1.54852 0.77891
N -2.96510 1.14962 0.21239
N -2.57497 0.14485 -0.67896
H -3.68785 4.01758 2.53822
H -4.29526 2.36931 2.28626
H -4.12764 3.50838 0.90000
H -3.92800 1.44351 0.25299
H -2.88458 0.36171 -1.61969
H -2.94994 -0.74800 -0.38162
F 0.15905 1.49971 -4.97706
Te 0.61246 0.38393 -3.59390
F 2.18525 -0.06139 -4.42290
F 1.39596 1.87445 -2.82133
F -1.03916 0.96096 -2.77683
F -0.29290 -0.93320 -4.51206
O 0.85494 -0.65615 -2.10758
C 1.08349 -2.09004 2.32468
P 2.09930 -1.35502 1.04212
C 2.27444 -2.56438 -0.26428
C 3.71432 -1.03254 1.73152
O 1.52099 -0.01442 0.58443
H 1.41682 -3.10335 2.54770
H 0.04798 -2.12037 1.98475
H 1.14304 -1.48191 3.22683
H 2.57494 -3.52497 0.15451
H 3.02609 -2.22221 -0.97458
H 1.32793 -2.67253 -0.79164
H 4.14544 -1.95091 2.13125
H 3.62188 -0.29508 2.52809
H 4.36204 -0.63460 0.95113
```

Properties
2S+1 = 1
E_LUMO = -4.5136 eV
Kohn-Sham gap = 0.3270 Eh
Total charge = +1
E_tot = -1846.3778 hartree
Highest occupied orbital energy = -13.41 eV

No. 10
Here is a molecular structure, C5H15FInNO2 in a non-equilibrium geometry from the OMol25 dataset. Energies are from ωB97M-V/def2-TZVPD.

```
25
C5H15FInNO2 ωB97M-V/def2-TZVPD
In -9.30826 -14.17887 -25.97831
F -8.36968 -16.30285 -27.39756
C -9.00768 -17.31770 -21.88057
C -9.60766 -16.26484 -22.79818
C -9.24133 -14.79284 -22.44935
O -10.10436 -13.93477 -23.17678
C -11.25571 -13.51904 -22.43674
N -9.11166 -16.54334 -24.16001
H -9.35275 -17.18979 -20.85407
H -7.91448 -17.27012 -21.92231
H -9.23260 -18.34025 -22.18592
H -10.69482 -16.35202 -22.86648
H -8.20119 -14.71101 -22.77847
H -9.28016 -14.47047 -21.41022
H -11.04998 -13.21462 -21.40654
H -11.87056 -14.42353 -22.40902
H -11.79264 -12.66417 -22.83908
H -8.28671 -17.13942 -24.02050
H -9.68880 -17.25005 -24.62643
C -13.20294 -14.42140 -25.12018
O -11.93194 -15.09587 -25.13530
H -12.97617 -13.35913 -25.24933
H -13.85947 -14.52048 -25.98852
H -13.71290 -14.61841 -24.17832
H -12.18769 -16.03008 -25.15721
```

Properties
2S+1 = 1
E_LUMO = -13.9466 eV
Kohn-Sham gap = 0.1543 Eh
Total charge = +2
E_tot = -693.8260 hartree
Highest occupied orbital energy = -18.15 eV

No. 11
Here is 2 unconnected molecules or ions with the total composition C5H15N in a non-equilibrium geometry from the OMol25 dataset. Energies are from ωB97M-V/def2-TZVPD.

```
21
C5H15N ωB97M-V/def2-TZVPD
C -2.79981 2.83917 1.24516
C -2.73577 1.39511 0.84423
C -1.70930 1.12202 -0.22759
H -2.76966 3.39981 0.29908
H -3.71949 3.20627 1.78923
H -1.96899 3.04671 1.92585
H -2.48128 0.88413 1.85658
H -3.77199 1.03500 0.49596
H -1.40207 -0.00082 -0.21853
H -0.76141 1.67501 0.10788
H -1.94462 1.47568 -1.31411
C 2.18716 -1.68572 -1.64872
C 2.94225 -1.60626 -0.23944
N 3.02130 -2.92742 0.28809
H 2.14872 -0.62910 -1.97438
H 1.10134 -1.91439 -1.45761
H 2.52470 -2.66038 -2.22589
H 2.42324 -0.72537 0.20046
H 3.95589 -1.46277 -0.70001
H 2.53929 -3.50606 -0.28817
H 3.22049 -2.96065 1.24192
```

Properties
2S+1 = 1
E_LUMO = 0.9970 eV
Kohn-Sham gap = 0.3580 Eh
SMILES = CCC.CCN
E_tot = -254.1630 hartree
Highest occupied orbital energy = -8.75 eV

No. 12
Here is 2 unconnected molecules or ions with the total composition C5H15N2 in a non-equilibrium geometry from the OMol25 dataset. Energies are from ωB97M-V/def2-TZVPD.

```
22
C5H15N2 ωB97M-V/def2-TZVPD
C 2.02773 -1.70146 -0.98459
C 0.24661 -0.68592 -2.32048
N 1.41683 -0.62472 -1.79680
H 2.16645 -1.29378 0.03285
H 2.98751 -1.90922 -1.49540
H 1.24568 -2.46290 -0.94103
H -0.36953 -1.58505 -2.19625
H -0.07400 0.14242 -2.93525
H 1.91006 0.21755 -1.87890
C -1.87215 0.48218 2.09816
N -0.75592 1.17674 1.39964
C 0.42061 0.30344 1.23109
C -1.18212 1.63701 0.08345
H -1.54640 0.17582 3.10913
H -2.14770 -0.43649 1.53217
H -2.69313 1.20634 2.21236
H 1.24234 0.85505 0.73121
H 0.78785 -0.05790 2.23450
H 0.07603 -0.64448 0.69272
H -0.33912 2.19653 -0.37708
H -2.09236 2.25892 0.18859
H -1.45525 0.74989 -0.62010
```

Properties
2S+1 = 2
E_LUMO (spin up / spin down) = 0.9679 / 0.9460 eV
⟨S²⟩ = 0.753
Kohn-Sham gap (spin up / spin down) = 0.2272 / 0.3440 Eh
E_tot = -308.8893 hartree
Highest occupied orbital energy (spin up / spin down) = -5.22 / -8.41 eV